Entry 1:
{
  "formula": "C6H7NOS",
  "method": "ωB97M-V/def2-TZVPD",
  "symbols": ["C", "C", "C", "C", "C", "C", "N", "O", "S", "H", "H", "H", "H", "H", "H", "H"],
  "coordinates": [[1.14231, 1.24870, 2.18760], [0.08488, 2.06633, 2.38284], [-0.08072, 0.50540, 0.53433], [-0.49376, -0.31054, -0.65056], [0.30725, -1.21717, -1.25249], [-0.13526, -2.03237, -2.40919], [1.06577, 0.34381, 1.13284], [-1.32901, 2.92375, 0.30591], [-1.20660, 1.77895, 1.16203], [1.85490, 1.18645, 3.02231], [0.00463, 2.55545, 3.28946], [-1.52707, -0.24690, -1.05332], [1.18700, -1.70977, -0.77504], [-0.17661, -2.91057, -1.81514], [0.48864, -2.28938, -3.25911], [-1.18633, -1.89213, -2.80248]],
  "mulliken_charge": [-0.206, -0.399, 0.494, -0.519, 0.145, -1.039, -0.456, -0.536, 0.271, 0.344, 0.461, 0.215, 0.323, 0.290, 0.327, 0.284],
  "gap_ev": [8.04, 8.04],
  "lumo_ha": [-0.0327, -0.0327],
  "mol_weight_da": 141.19
}

Entry 2:
{
  "formula": "C22H45LuN2OP3Se",
  "method": "ωB97M-V/def2-TZVPD",
  "symbols": ["Lu", "P", "P", "P", "H", "C", "C", "H", "C", "C", "C", "C", "C", "C", "C", "C", "C", "H", "H", "H", "H", "H", "H", "H", "H", "H", "H", "H", "H", "H", "H", "H", "H", "H", "H", "H", "H", "H", "H", "H", "H", "H", "H", "H", "H", "H", "C", "C", "C", "C", "C", "C", "O", "H", "H", "H", "H", "H", "H", "C", "N", "C", "C", "N", "C", "C", "Se", "H", "H", "H", "H", "H", "H", "H", "H"],
  "coordinates": [[-0.22641, 0.01473, 0.14846], [-1.82426, -2.15467, 0.59853], [1.44584, -1.26839, 2.13504], [1.41668, -1.89553, -1.20363], [-0.88924, 5.61324, -5.80744], [-0.87217, 4.64752, -6.32996], [-1.89533, 3.77469, -6.28386], [-2.85074, 4.01010, -5.79560], [-3.44752, -1.78016, 1.34695], [-1.38378, -3.64291, 1.57588], [-2.33795, -2.95126, -0.97379], [3.01698, -0.31745, 2.16398], [0.85609, -0.98315, 3.84012], [2.05374, -2.99195, 2.30471], [0.89192, -1.67669, -2.95101], [1.66847, -3.70863, -1.09519], [3.17298, -1.33799, -1.29546], [-0.01948, 4.50916, -7.02799], [-1.84910, 2.83633, -6.85554], [-3.77799, -0.77762, 1.05030], [-3.38478, -1.81439, 2.44122], [-4.16022, -2.53141, 0.98779], [-1.09517, -3.35089, 2.59248], [-0.54711, -4.17650, 1.11578], [-2.24435, -4.32251, 1.63882], [-2.46773, -2.17600, -1.74361], [-3.29898, -3.46367, -0.81875], [-1.57482, -3.66370, -1.31315], [3.64782, -0.69367, 2.98164], [2.77425, 0.74177, 2.32538], [3.53904, -0.41596, 1.20441], [1.36458, -1.71774, 4.47791], [-0.22899, -1.12361, 3.90092], [1.12256, 0.03310, 4.15572], [3.14785, -2.97254, 2.40631], [1.77302, -3.61580, 1.44785], [1.61540, -3.42051, 3.21628], [1.40439, -2.44476, -3.54730], [1.16023, -0.67295, -3.30902], [-0.19715, -1.79924, -3.03794], [1.81511, -4.12011, -2.10682], [0.79243, -4.19191, -0.63784], [2.56200, -3.93356, -0.49170], [3.60720, -1.61382, -2.26900], [3.76134, -1.80290, -0.48991], [3.20109, -0.24788, -1.18001], [-0.22347, 1.69997, -2.66934], [0.80253, 2.66709, -2.81401], [1.29666, 2.87848, -4.08965], [0.75549, 2.19864, -5.18157], [-0.46726, 1.55832, -5.03295], [-1.03760, 1.40738, -3.78120], [-0.38356, 1.02560, -1.54782], [1.39379, 1.08232, 0.12393], [1.26412, 3.09967, -1.91794], [2.12058, 3.58025, -4.26125], [1.24165, 2.25256, -6.16006], [-1.02150, 1.26470, -5.91339], [-2.01869, 0.93185, -3.67236], [0.75604, 3.48600, 2.72539], [-0.11801, 2.74778, 3.62252], [0.02909, 2.70883, 5.00804], [-0.97267, 1.94004, 5.48539], [-1.73968, 1.54571, 4.39606], [-2.87177, 0.64106, 4.46578], [-1.19777, 2.00415, 3.23844], [-1.89594, 1.69971, 1.53565], [0.56018, 3.20467, 1.68206], [1.80912, 3.26600, 2.97138], [0.58445, 4.57382, 2.84489], [0.81744, 3.22773, 5.51755], [-1.23625, 1.64667, 6.48354], [-3.43767, 0.85294, 5.37762], [-3.50112, 0.81072, 3.59004], [-2.54590, -0.41088, 4.48130]],
  "mulliken_charge": [1.100, 0.915, 0.848, 1.047, 0.272, -0.548, -0.320, 0.299, -1.239, -1.231, -1.292, -1.256, -1.208, -1.247, -1.275, -1.512, -1.469, 0.285, 0.222, 0.375, 0.256, 0.520, 0.316, 0.312, 0.479, 0.327, 0.502, 0.346, 0.508, 0.202, 0.258, 0.569, 0.148, 0.323, 0.423, 0.043, 0.549, 0.587, 0.190, 0.279, 0.485, 0.290, 0.514, 0.492, 0.440, 0.328, 0.157, -0.522, -0.320, -0.794, -0.646, -0.246, -0.297, -0.010, 0.427, 0.483, 0.574, 0.841, 0.482, -0.660, 0.350, -0.550, -0.480, 0.202, -0.888, -0.006, -0.295, 0.065, 0.346, 0.330, 0.500, 0.508, 0.372, 0.335, 0.288],
  "total_charge": 3,
  "gap_ev": [5.11, 4.36],
  "lumo_ha": [-0.4108, -0.4504],
  "mol_weight_da": 700.46
}

Entry 3:
{
  "formula": "C5H10O",
  "method": "ωB97M-V/def2-TZVPD",
  "symbols": ["C", "C", "C", "O", "H", "H", "H", "H", "H", "H", "C", "C", "H", "H", "H", "H"],
  "coordinates": [[1.36822, 0.69635, -1.30053], [1.25594, -0.33586, -0.46258], [0.43641, -1.56426, -0.70421], [1.87710, -0.39820, 0.75269], [1.97267, 1.56881, -1.06123], [0.84369, 0.69686, -2.24860], [1.08599, -2.44280, -0.78301], [-0.24626, -1.72369, 0.13700], [-0.14977, -1.46959, -1.62070], [2.40957, 0.40058, 0.86683], [-1.22228, 1.04066, 0.93867], [-2.40111, 0.49327, 1.20956], [-1.06458, 1.66068, 0.06025], [-0.35039, 0.85973, 1.56357], [-2.54974, -0.13866, 2.08182], [-3.26549, 0.65612, 0.57046]],
  "mulliken_charge": [-0.967, 0.766, -1.060, -0.489, 0.243, 0.281, 0.315, 0.275, 0.304, 0.320, -0.460, -0.445, 0.215, 0.214, 0.248, 0.239],
  "gap_ev": 9.82,
  "lumo_ha": 0.0339,
  "mol_weight_da": 86.13
}

Table of maximum force (eV/A), in record order: 3.6, 2.5, 0.3